[1]
DFT (wB97M-V/def2-TZVPD) results for a cluster of 15 separate species, C45H96O27 in total in a non-equilibrium geometry.

CARTESIAN COORDINATES (ANGSTROEM)
C  -0.336  -3.393  4.828
C  0.454  -2.107  4.512
O  -0.627  -1.215  4.132
C  -1.829  -1.797  4.286
O  -2.866  -1.299  4.045
O  -1.736  -3.124  4.636
H  -0.192  -3.685  5.880
H  -0.134  -4.223  4.163
H  1.043  -2.219  3.603
H  0.996  -1.616  5.326
C  -2.387  -5.716  2.376
C  -3.258  -4.460  2.205
O  -2.482  -3.558  1.433
C  -1.244  -4.081  1.239
O  -0.384  -3.573  0.621
O  -1.077  -5.232  1.968
H  -2.700  -6.533  1.749
H  -2.345  -6.111  3.378
H  -3.547  -3.995  3.132
H  -4.195  -4.639  1.690
C  1.742  5.355  -2.984
C  0.791  5.560  -1.804
O  0.076  6.724  -2.117
C  0.701  7.346  -3.129
O  0.403  8.405  -3.493
O  1.760  6.679  -3.610
H  1.452  4.678  -3.768
H  2.753  5.188  -2.640
H  1.279  5.714  -0.836
H  0.116  4.728  -1.669
C  -2.494  3.482  1.081
C  -2.496  3.832  -0.398
O  -2.033  5.180  -0.424
C  -2.078  5.682  0.819
O  -1.758  6.771  1.091
O  -2.461  4.753  1.728
H  -1.650  2.983  1.511
H  -3.400  3.007  1.416
H  -3.518  3.840  -0.783
H  -1.854  3.254  -1.059
C  1.776  4.960  4.773
C  3.110  4.425  4.260
O  2.889  3.981  2.938
C  1.525  3.961  2.770
O  0.970  3.498  1.824
O  0.851  4.511  3.780
H  1.793  6.072  4.753
H  1.431  4.556  5.712
H  3.496  3.560  4.788
H  3.943  5.122  4.186
C  -0.541  -3.388  -6.859
C  -0.644  -1.859  -6.908
O  -0.220  -1.382  -5.619
C  0.528  -2.393  -5.065
O  1.161  -2.298  -4.078
O  0.442  -3.548  -5.798
H  -0.269  -3.826  -7.804
H  -1.423  -3.848  -6.410
H  -1.642  -1.501  -7.178
H  0.097  -1.422  -7.618
C  -0.795  0.209  0.973
C  0.427  0.408  0.096
C  0.384  -0.501  -1.129
O  0.506  1.741  -0.408
H  -1.712  0.257  0.367
H  -0.759  0.938  1.790
H  -0.751  -0.789  1.392
H  1.329  0.219  0.685
H  1.175  -0.204  -1.816
H  -0.619  -0.332  -1.538
H  0.500  -1.543  -0.821
H  0.398  2.367  0.335
C  -4.182  -3.783  -1.757
C  -3.340  -2.674  -2.317
C  -2.119  -3.134  -3.070
O  -4.167  -1.812  -3.121
H  -5.085  -3.417  -1.285
H  -3.564  -4.415  -1.092
H  -4.463  -4.381  -2.643
H  -2.991  -2.001  -1.509
H  -1.465  -3.627  -2.327
H  -1.520  -2.368  -3.572
H  -2.496  -3.854  -3.781
H  -4.638  -2.317  -3.792
C  -2.481  1.397  -3.295
C  -1.070  1.580  -3.878
C  -1.110  2.149  -5.286
O  -0.378  2.528  -3.080
H  -3.026  0.536  -3.672
H  -3.045  2.311  -3.358
H  -2.406  1.157  -2.246
H  -0.458  0.670  -3.901
H  -2.013  2.690  -5.524
H  -1.024  1.349  -6.035
H  -0.222  2.780  -5.430
H  -0.193  2.213  -2.162
C  3.710  1.987  0.145
C  4.051  3.383  -0.367
C  5.222  3.956  0.344
O  4.473  3.348  -1.756
H  2.856  1.549  -0.379
H  3.470  2.114  1.208
H  4.540  1.320  -0.062
H  3.191  4.072  -0.221
H  6.102  3.307  0.270
H  5.075  4.080  1.424
H  5.493  4.925  -0.064
H  3.718  3.033  -2.271
C  3.232  0.219  3.348
C  3.752  -0.959  2.546
C  4.528  -1.932  3.396
O  2.504  -1.494  2.051
H  2.350  0.616  2.858
H  3.955  0.998  3.594
H  2.816  -0.160  4.283
H  4.405  -0.735  1.689
H  4.898  -2.753  2.776
H  3.840  -2.388  4.115
H  5.372  -1.387  3.839
H  2.653  -1.864  1.160
C  0.884  -6.196  -3.423
C  2.300  -5.871  -3.036
C  2.374  -5.420  -1.559
O  3.084  -7.051  -3.243
H  0.998  -6.620  -4.406
H  0.344  -5.267  -3.571
H  0.490  -6.911  -2.727
H  2.608  -4.942  -3.593
H  2.144  -6.245  -0.857
H  1.667  -4.615  -1.354
H  3.375  -5.025  -1.295
H  3.994  -6.772  -3.198
C  4.039  -1.513  -1.806
C  4.957  -2.364  -1.061
C  6.235  -1.638  -0.584
O  4.303  -2.855  0.126
H  3.219  -2.125  -2.194
H  4.591  -1.057  -2.620
H  3.672  -0.697  -1.176
H  5.290  -3.220  -1.662
H  5.911  -0.852  0.126
H  6.748  -1.165  -1.423
H  6.908  -2.300  -0.069
H  4.589  -3.761  0.257
C  -4.953  0.975  -0.813
C  -5.521  0.573  0.521
C  -4.674  -0.531  1.179
O  -5.417  1.657  1.438
H  -3.965  1.372  -0.579
H  -5.531  1.814  -1.199
H  -5.013  0.188  -1.555
H  -6.543  0.259  0.318
H  -4.615  -1.404  0.528
H  -5.137  -0.926  2.089
H  -3.689  -0.151  1.436
H  -6.120  2.326  1.369
C  -4.660  2.267  5.397
C  -3.223  1.875  5.612
C  -2.347  2.195  4.416
O  -2.703  2.447  6.808
H  -5.155  1.615  4.689
H  -4.758  3.320  5.102
H  -5.195  2.201  6.346
H  -3.186  0.813  5.811
H  -2.554  3.226  4.129
H  -2.369  1.473  3.611
H  -1.309  2.166  4.764
H  -2.677  3.386  6.631

Summary:
Relative energy (zero: lowest compared OMol25 entry of this formula, charge and spin) ... 0.000 eV
HOMO energy ... -9.6 eV
Frontier orbital gap ... 0.363 Ha
Total energy ... -3803.710458 a.u.
E_LUMO ... 0.26 eV

Mulliken atomic charge list, values in e, 99 entries: -0.5533 0.7734 -0.0649 0.4281 -0.4427 -0.4227 0.3033 0.3469 -0.6457 0.3453 -0.5161 -0.3739 0.3806 -0.1133 -0.2036 -0.4038 0.3013 0.3174 0.2072 0.4550 0.1319 0.7514 -0.3542 0.4804 -0.5372 -0.4146 0.0738 0.2138 0.0966 -0.5328 0.9609 0.9226 -0.3554 0.5271 -0.5549 -0.4767 -0.5698 0.0220 0.2410 -0.4924 -0.3028 -0.5378 -0.1894 -0.0601 -0.0679 -0.3392 0.2523 0.3101 0.2754 0.3200 -0.3614 -0.4865 -0.1009 0.3566 -0.2536 -0.3241 0.3370 0.2211 0.3314 0.3211 -0.2562 2.6270 -0.7739 0.8066 -0.6550 0.2075 -0.1518 -0.7795 0.4934 -0.8345 0.1969 -0.3383 -1.4742 1.8014 -0.7164 -0.5130 0.3645 0.0469 0.5388 -0.5974 0.0968 -0.3298 0.4264 0.3163 -0.6509 1.7422 -1.7044 -0.5162 0.4744 0.5252 -0.5148 -0.2696 0.3871 0.1245 0.4000 -0.4292 0.8628 1.6729 -1.8883

---

[2]
DFT (wB97M-V/def2-TZVPD) results for a structure of composition O5S2 in a non-equilibrium geometry.

CARTESIAN COORDINATES (ANGSTROEM)
O  1.297  -0.058  1.518
O  1.118  1.649  -0.260
O  -1.719  -0.840  -1.169
O  -1.999  -0.088  1.182
O  1.947  -1.100  -1.183
S  -1.501  0.247  -0.224
S  0.856  0.189  0.136

Summary:
Relative energy (zero: lowest compared OMol25 entry of this formula, charge and spin) ... 3.228 eV
HOMO energy (alpha / beta) ... 0.2 / 0.5 eV
Net charge ... -2
Frontier orbital gap (alpha / beta) ... 0.219 / 0.209 Ha
Total energy ... -1172.455641 a.u.
E_LUMO (alpha / beta) ... 6.14 / 6.16 eV

Table of Mulliken atomic charges, one value per atom, all in e: -0.5703 -0.6372 -0.5112 -0.6014 -0.9019 0.4643 0.7577

---

[3]
DFT (wB97M-V/def2-TZVPD) results for a structure of composition C4H6O2.

CARTESIAN COORDINATES (ANGSTROEM)
O  1.355  -1.251  0.780
C  0.535  -0.644  -0.189
C  -0.957  -0.653  0.284
C  -0.871  0.828  0.056
O  -1.641  1.750  -0.392
C  0.505  0.895  -0.212
H  2.273  -1.057  0.553
H  0.667  -1.112  -1.173
H  -0.985  -0.932  1.340
H  -1.703  -1.207  -0.290
H  -0.442  1.813  -0.929
H  1.264  1.570  0.171

Summary:
Relative energy (zero: lowest compared OMol25 entry of this formula, charge and spin) ... 4.754 eV
HOMO energy ... -9.0 eV
Frontier orbital gap ... 0.355 Ha
Total energy ... -306.331573 a.u.
E_LUMO ... 0.66 eV

Table of Mulliken atomic charges, one value per atom, all in e: -0.5340 0.4935 -0.8772 0.7439 -0.6250 -0.9889 0.3171 0.2409 0.2462 0.2818 0.3836 0.3182

---

[4]
DFT (wB97M-V/def2-TZVPD) results for a cluster of 2 separate species, H3PS in total in a non-equilibrium geometry.

CARTESIAN COORDINATES (ANGSTROEM)
P  1.256  -0.142  -0.517
S  -1.885  0.590  -0.528
H  0.662  -1.429  -0.508
H  1.552  -0.241  0.969
H  -1.586  1.221  0.584

Summary:
Relative energy (zero: lowest compared OMol25 entry of this formula, charge and spin) ... 2.664 eV
HOMO energy (alpha / beta) ... -9.6 / -9.3 eV
Frontier orbital gap (alpha / beta) ... 0.291 / 0.260 Ha
Total energy ... -741.222879 a.u.
E_LUMO (alpha / beta) ... -1.72 / -2.21 eV

Table of Mulliken atomic charges, one value per atom, all in e: -0.0527 -0.2563 0.0886 0.0880 0.1324